DFT (wB97M-V/def2-TZVPD) results for the molecule C21H21ClN4O5S at a distorted geometry.

Each line ends with the Mulliken charge.
CARTESIAN COORDINATES (ANGSTROEM)
Cl: -2.059 3.268 -2.833  -0.22
S: -2.324 -2.342 3.760  -0.20
O: 0.089 2.415 1.185  -0.36
O: 0.642 -1.172 4.267  -0.65
O: -2.095 -3.317 1.283  -0.34
O: 1.337 -1.511 -2.998  -0.54
O: 0.692 -3.098 0.133  -0.60
N: -2.034 -1.504 0.057  -0.21
N: -0.096 0.211 2.614  0.15
N: -0.479 -3.174 -1.793  -0.02
N: -2.185 -1.123 1.340  -0.31
C: 1.148 1.560 1.073  0.68
C: 0.568 -0.384 -2.871  -0.24
C: 1.068 0.389 1.854  0.00
C: -1.698 -0.675 4.179  -0.68
C: -0.247 -0.577 3.703  0.50
C: 1.738 -2.179 -1.824  0.01
C: -0.021 0.039 -1.687  1.22
C: -1.046 1.864 -2.848  0.02
C: -2.206 -2.214 2.047  0.53
C: -1.682 -3.654 -1.139  -0.75
C: -0.843 1.151 -1.681  -1.10
C: 3.272 0.818 0.229  -0.51
C: -1.971 -2.794 0.043  0.45
C: 0.605 -2.852 -1.050  0.30
C: 3.194 -0.325 1.000  -1.04
C: 0.351 0.340 -4.044  -0.68
C: -1.162 4.390 0.793  -1.51
C: -0.446 1.466 -4.034  -0.52
C: 2.092 -0.542 1.813  -0.30
C: 2.254 1.761 0.263  -0.33
C: 0.135 3.653 0.500  -0.29
H: 3.988 -1.056 0.976  0.35
H: 4.127 0.991 -0.407  0.41
H: -1.331 1.440 -0.765  0.75
H: -2.009 3.815 0.428  0.31
H: -2.360 0.064 3.733  0.28
H: 0.995 4.239 0.851  0.46
H: 2.433 -2.956 -2.158  0.41
H: -1.535 -4.679 -0.782  0.25
H: -0.894 0.721 2.259  0.32
H: 2.267 -1.509 -1.134  0.01
H: 2.020 -1.433 2.412  0.48
H: -1.275 4.538 1.864  0.36
H: 0.818 0.002 -4.955  0.48
H: 0.238 3.487 -0.580  0.33
H: -0.535 -2.839 -2.741  0.32
H: 2.336 2.648 -0.344  0.39
H: -1.735 -0.634 5.266  0.45
H: -1.154 5.356 0.298  0.40
H: -2.508 -3.622 -1.851  0.43
H: 0.127 -0.493 -0.763  -0.06
H: -0.606 2.029 -4.940  0.43

Output
energy relative to the best compared isomer or geometry (same formula, charge and spin): 0.0 kJ/mol
net charge: 0